Record 1
{"formula": "C4H6N2OS", "method": "ωB97M-V with the def2-TZVPD basis set", "symbols": ["C", "N", "C", "C", "C", "S", "N", "O", "H", "H", "H", "H", "H", "H"], "positions_angstrom": [[-3.2054, -0.2799, 0.2504], [-2.2614, 0.7441, -0.2078], [-1.0078, 0.3825, -0.2312], [0.1577, 1.0339, 0.0621], [1.1814, -0.0335, 0.0652], [2.8190, 0.1734, 0.0419], [0.5183, -1.1356, 0.1156], [-0.8166, -0.8999, -0.2789], [-2.9856, -1.2212, -0.3047], [-2.7455, -0.7820, 1.1607], [-4.3295, -0.0661, 0.4094], [-2.4583, 1.7208, -0.1246], [0.1561, 2.0633, 0.4492], [3.2381, -1.1675, -0.2630]], "forces_ev_per_a": [[0.241, -2.272, 1.314], [-3.413, 0.715, -0.557], [2.441, 1.128, 1.478], [0.558, 1.104, -0.436], [-5.084, 1.701, 0.671], [3.277, -1.338, -0.107], [1.043, -3.065, -1.814], [1.393, -1.676, 0.789], [-1.197, 0.991, -0.791], [-0.963, 1.313, 0.117], [2.241, 0.113, -0.635], [-0.200, 0.090, 0.124], [0.543, -0.574, -0.668], [-0.881, 1.767, 0.514]], "nbo_charge": [-0.4567, -0.5989, 0.5063, -0.4689, -0.0386, 0.1087, -0.1948, -0.3177, 0.2303, 0.1977, 0.2326, 0.4033, 0.2297, 0.1668], "fmax_ev_per_a": 5.40, "e_homo_ev": -8.0863, "lumo_energy_ha": 0.031, "charge": 0, "total_energy_ev": -20104.91497, "homo_lumo_gap_ev": 8.9, "smiles": "CNc1cc(S)no1"}



Record 2
{"formula": "C24H35N8O4PRbS", "method": "ωB97M-V with the def2-TZVPD basis set", "symbols": ["Rb", "O", "C", "N", "C", "C", "C", "C", "C", "C", "N", "C", "C", "C", "C", "C", "N", "H", "H", "H", "H", "H", "H", "H", "H", "H", "H", "O", "C", "C", "C", "C", "C", "C", "N", "H", "H", "H", "H", "H", "H", "H", "O", "S", "N", "C", "N", "C", "P", "O", "N", "C", "C", "N", "C", "C", "H", "H", "H", "H", "H", "H", "H", "H", "H", "H", "H", "H", "H", "H", "H", "H", "H", "H"], "positions_angstrom": [[1.0276, -0.2812, -0.9999], [5.5077, 1.0984, 1.0324], [4.5295, 0.6854, 0.3591], [3.2705, 0.5861, 0.7192], [3.0595, 1.0147, 2.0724], [1.6645, 0.7432, 2.5792], [1.2132, 1.3621, 3.7509], [-0.0481, 1.0741, 4.2290], [-0.8490, 0.1811, 3.5271], [-0.3286, -0.3833, 2.3751], [0.8946, -0.1142, 1.9177], [4.8371, 0.2025, -1.0518], [6.1712, 0.2016, -1.4586], [6.4951, -0.2689, -2.7157], [5.4832, -0.7339, -3.5390], [4.1824, -0.6939, -3.0639], [3.8535, -0.2287, -1.8569], [3.2696, 2.0876, 2.2062], [3.7612, 0.5238, 2.7681], [1.8614, 2.0592, 4.2683], [-0.4102, 1.5428, 5.1373], [-1.8475, -0.0740, 3.8595], [-0.9008, -1.0905, 1.7808], [6.9046, 0.5725, -0.7567], [7.5263, -0.2789, -3.0496], [5.6869, -1.1232, -4.5281], [3.3551, -1.0568, -3.6675], [-1.2557, -2.6186, -0.3880], [-0.6897, -3.8775, -0.6276], [0.6925, -4.0299, -0.0248], [1.1470, -5.2602, 0.4430], [2.4398, -5.3539, 0.9296], [3.2365, -4.2182, 0.9506], [2.6970, -3.0320, 0.4779], [1.4562, -2.9457, -0.0028], [-1.3487, -2.1589, -1.2685], [-0.5983, -4.0527, -1.7077], [-1.3375, -4.6663, -0.2261], [0.4899, -6.1215, 0.4248], [2.8202, -6.2992, 1.2982], [4.2494, -4.2420, 1.3294], [3.2607, -2.1020, 0.4909], [0.9100, -1.9549, -3.6455], [-0.5315, -1.8033, -3.9744], [-1.5322, -1.6357, -2.9172], [-4.4953, 3.5000, -1.4208], [-3.1556, 2.9642, -1.4724], [-2.4897, 3.0990, -2.7541], [-2.5937, 1.8823, -0.3341], [-1.1718, 1.5891, -0.6109], [-2.7712, 2.5123, 1.1926], [-4.0198, 2.6453, 1.9081], [-1.6768, 3.2987, 1.7415], [-3.7159, 0.6612, -0.3283], [-3.6085, -0.3834, 0.6903], [-4.1672, 0.1205, -1.6122], [-4.4861, 4.5637, -1.6798], [-4.9124, 3.3993, -0.4215], [-5.1724, 2.9924, -2.1215], [-2.3880, 4.1570, -3.0159], [-3.0501, 2.6013, -3.5565], [-1.5013, 2.6526, -2.6948], [-4.7761, 1.9971, 1.4704], [-4.3949, 3.6778, 1.8968], [-3.8778, 2.3569, 2.9553], [-0.7509, 3.0350, 1.2369], [-1.5664, 3.0740, 2.8048], [-1.8601, 4.3747, 1.6285], [-3.2533, 0.0419, 1.6275], [-2.9289, -1.1843, 0.3877], [-4.5993, -0.8174, 0.8554], [-4.2729, 0.9192, -2.3443], [-5.1462, -0.3445, -1.4675], [-3.4735, -0.6208, -2.0176]], "forces_ev_per_a": [[-0.137, 0.145, -0.182], [-0.046, -0.002, 0.011], [-0.073, 0.041, 0.073], [0.043, -0.010, -0.024], [0.035, 0.024, 0.067], [-0.003, 0.013, 0.018], [0.021, 0.011, -0.002], [-0.019, 0.021, 0.050], [-0.033, -0.073, -0.063], [0.054, 0.037, 0.070], [-0.084, -0.062, 0.005], [-0.053, -0.100, -0.289], [-0.060, 0.022, 0.060], [0.094, 0.014, 0.000], [-0.056, -0.050, -0.094], [-0.130, 0.063, 0.109], [0.371, -0.012, 0.113], [-0.001, 0.004, 0.001], [0.007, 0.000, 0.002], [0.003, 0.000, -0.003], [0.000, 0.002, -0.001], [0.004, 0.014, 0.022], [-0.012, 0.000, 0.005], [0.000, -0.010, -0.010], [0.006, -0.003, -0.007], [0.006, -0.001, 0.000], [0.000, 0.000, -0.001], [-0.028, 0.022, 0.045], [0.043, -0.019, -0.024], [0.007, 0.010, 0.000], [-0.021, 0.008, 0.004], [0.009, 0.008, 0.004], [-0.007, -0.007, 0.005], [-0.145, 0.016, 0.006], [0.173, -0.051, 0.054], [-0.032, -0.057, -0.013], [-0.007, 0.010, 0.001], [0.001, 0.003, 0.013], [0.010, -0.007, 0.006], [-0.004, -0.003, -0.002], [-0.002, -0.009, 0.001], [0.004, -0.006, -0.001], [-0.091, 0.035, -0.049], [0.201, 0.042, -0.033], [-0.096, -0.037, 0.068], [-0.014, 0.019, -0.024], [0.074, -0.036, 0.029], [-0.007, 0.002, -0.026], [-0.039, 0.079, 0.061], [-0.002, -0.076, -0.038], [0.026, -0.022, -0.038], [-0.003, 0.008, -0.020], [-0.063, -0.011, -0.020], [0.007, -0.066, -0.002], [0.002, -0.004, 0.010], [0.027, 0.004, -0.026], [0.005, 0.001, 0.005], [-0.003, -0.001, 0.001], [0.005, -0.008, 0.002], [-0.006, 0.002, 0.006], [-0.011, 0.003, 0.007], [0.005, 0.007, 0.000], [-0.003, 0.001, 0.012], [0.023, 0.007, 0.011], [-0.006, -0.006, 0.003], [0.014, 0.008, 0.010], [0.015, 0.001, 0.000], [0.012, 0.005, 0.004], [0.008, -0.003, -0.006], [0.004, 0.006, -0.014], [-0.007, 0.016, 0.012], [-0.013, 0.009, 0.011], [-0.008, 0.011, -0.008], [0.008, -0.003, 0.022]], "mulliken_charge": [0.6257, -0.8753, -0.1026, 0.1019, -1.1140, 0.6744, -0.7397, -0.6332, -0.7220, -0.1556, 0.2890, 0.3013, -0.5945, -0.2322, -0.6923, -0.3642, 0.2264, 0.3039, 0.2898, 0.4510, 0.3910, 0.4811, 0.2634, 0.4366, 0.3942, 0.3826, 0.4647, -0.2089, -0.6573, 0.4587, -0.8549, -0.2733, -0.8507, -0.1724, 0.5418, 0.0630, 0.2297, 0.3129, 0.3985, 0.3825, 0.4362, 0.1464, -0.5347, 0.0203, -0.4867, -0.9136, 0.2127, -0.9963, 0.8407, -1.0643, 0.7100, -1.2737, -1.1296, 0.2638, -0.4317, -0.7092, 0.3225, 0.1735, 0.3304, 0.3075, 0.3151, 0.2161, 0.4277, 0.2867, 0.3323, 0.2615, 0.3361, 0.2400, 0.0955, -0.0478, 0.3861, 0.2306, 0.3237, 0.1510], "fmax_ev_per_a": 0.39, "e_homo_ev": -4.5983, "lumo_energy_ha": 0.082, "charge": -1, "total_energy_ev": -66350.98243, "homo_lumo_gap_ev": 6.8}



Record 3
{"formula": "C5H6CsNO3PS", "method": "ωB97M-V with the def2-TZVPD basis set", "symbols": ["N", "C", "O", "C", "P", "S", "C", "C", "O", "C", "O", "H", "H", "H", "H", "H", "H", "Cs"], "positions_angstrom": [[3.1542, -1.4662, -0.5360], [2.2213, -0.9609, -0.9780], [1.1630, -0.3695, -1.4530], [0.2508, 0.0113, -0.3943], [-0.6567, -1.5855, 0.1059], [-1.5363, -1.5312, 1.8341], [0.8480, 0.8717, 0.6927], [-0.3560, 1.5686, 1.3204], [-1.3232, 1.5855, 0.2478], [-0.8808, 1.0011, -0.8507], [-1.3114, 1.2222, -1.9495], [-1.5925, -1.8879, -0.9616], [0.2832, -2.6354, 0.0773], [1.3705, 1.6612, 0.1299], [1.6031, 0.4375, 1.3427], [-0.1031, 2.5893, 1.5981], [-0.7900, 1.0618, 2.1749], [-2.3442, -1.5734, -2.4008]], "forces_ev_per_a": [[0.043, -0.125, 0.003], [0.131, 0.136, -0.071], [-0.439, 0.433, -0.140], [-0.914, -0.413, -0.545], [0.244, -0.479, 3.157], [-0.129, 0.044, -0.466], [0.604, 0.508, -0.086], [0.401, -0.316, 0.393], [-0.243, 0.578, -0.246], [0.655, 0.154, 0.258], [-0.021, -0.819, 0.033], [4.725, -0.780, 6.689], [0.281, 0.277, -0.608], [0.155, -0.219, 0.000], [-0.390, -0.307, 0.250], [-0.221, 0.068, -0.158], [-0.016, -0.108, -0.116], [-4.868, 1.370, -8.346]], "mulliken_charge": [-0.3725, 0.5140, -0.4611, 0.7322, -0.0759, -0.3105, -0.7172, -0.5353, -0.2851, 0.2177, -0.5838, 0.1942, 0.1512, 0.3883, 0.4264, 0.3361, 0.2840, 1.0972], "fmax_ev_per_a": 9.76, "e_homo_ev": -12.8354, "lumo_energy_ha": -0.136, "charge": 1, "total_energy_ev": -33576.32536, "homo_lumo_gap_ev": 9.1}